[1]
52
Properties=species:S:1:pos:R:3 method="wB97M-V/def2-TZVPD" smiles="CCOC(=O)c1[nH]c2c(c1C)C(=O)C[C@@H](c1ccc(OCC)c(OC)c1)C2" lumo_energy_ha=0.00883 e_above_lowest_kcal_mol=322.2 gap_ev=8.3 total_energy_ev=-33897.286
C -7.050 -1.480 0.254
C -5.622 -2.212 0.367
H -5.623 -2.695 1.267
H -5.514 -2.887 -0.511
O -4.672 -1.459 0.370
C -4.208 -0.889 -0.554
O -4.595 -1.249 -1.557
C -3.102 0.164 -0.483
C -2.572 0.698 0.696
C -1.467 1.521 0.346
C -1.542 1.736 -1.020
N -2.533 0.781 -1.553
H -2.642 0.246 -2.511
C -0.532 2.388 -1.868
H -1.076 3.173 -2.419
H -0.309 1.670 -2.638
C 0.701 2.586 -1.034
C 1.631 1.595 -0.739
C 3.076 2.107 -0.561
C 3.887 1.080 -0.095
C 3.559 -0.326 -0.333
C 2.168 -0.595 -0.405
C 1.347 0.416 -0.788
H 0.297 0.006 -0.905
O 1.783 -1.785 -0.902
C 2.559 -3.035 -0.124
H 3.398 -3.468 -0.671
H 2.761 -2.732 0.905
H 1.702 -3.931 -0.084
O 4.556 -1.349 0.078
C 5.833 -0.844 0.374
C 6.545 -2.270 0.585
H 7.618 -1.976 1.059
H 6.046 -2.935 1.468
H 6.588 -2.923 -0.181
H 5.816 -0.132 1.367
H 6.361 -0.381 -0.538
H 4.918 1.368 0.293
H 3.243 3.084 -0.452
C 0.089 3.489 0.342
C -0.518 2.328 1.279
O -0.633 2.477 2.566
H -0.540 4.179 0.075
H 1.013 3.571 0.849
H 1.079 3.595 -1.721
C -2.738 0.318 2.183
H -2.636 -0.779 2.461
H -2.170 0.849 2.906
H -3.927 0.668 2.250
H -7.416 -0.729 1.043
H -7.051 -0.868 -0.809
H -7.884 -2.162 0.070

***

[2]
54
Properties=species:S:1:pos:R:3 method="wB97M-V/def2-TZVPD" lumo_energy_ha=0.01889 gap_ev=8.5 total_energy_ev=-47253.650
C -5.082 -0.415 3.571
C -4.881 -0.073 1.957
P -3.850 -1.459 1.057
C -5.241 -2.653 0.396
Si -2.782 -0.639 -0.693
O -1.070 -1.029 -0.755
Si -0.183 -0.385 0.619
C 1.676 -0.958 0.463
C 2.727 0.271 0.192
O 2.108 1.601 0.062
H -4.792 0.581 4.161
H -6.233 -0.600 3.825
H -4.439 -1.343 3.912
H -4.424 0.995 1.813
H -5.982 -0.098 1.498
H -5.938 -2.025 -0.331
H -4.810 -3.593 -0.151
H -5.900 -2.899 1.343
H -3.044 0.809 -0.893
H -3.394 -1.297 -1.876
H -0.330 1.059 0.820
H -0.674 -1.011 1.871
H 1.984 -1.470 1.489
H 1.781 -1.729 -0.427
H 3.539 0.346 1.059
H 3.346 0.009 -0.792
H 2.418 2.125 0.877
C 4.624 1.725 -3.258
C 4.348 3.204 -3.089
O 2.976 3.411 -2.787
H 4.006 1.307 -4.060
H 5.676 1.549 -3.495
H 4.372 1.177 -2.344
H 4.580 3.745 -4.011
H 4.952 3.626 -2.280
H 2.782 2.934 -1.962
C -2.814 0.659 7.312
C -3.623 -0.520 6.813
O -3.057 -1.022 5.611
H -2.788 1.454 6.559
H -3.239 1.061 8.236
H -1.776 0.366 7.500
H -4.653 -0.217 6.605
H -3.642 -1.324 7.555
H -2.145 -1.296 5.808
C 5.028 -1.291 -7.236
C 4.449 -0.578 -6.032
O 5.022 0.715 -5.912
H 6.116 -1.380 -7.144
H 4.600 -2.292 -7.340
H 4.831 -0.726 -8.153
H 4.667 -1.135 -5.116
H 3.363 -0.474 -6.122
H 4.816 1.204 -6.727

***

[3]
63
Properties=species:S:1:pos:R:3 method="wB97M-V/def2-TZVPD" lumo_energy_ha="-0.17345 / -0.17342" e_above_lowest_kcal_mol=4.3 gap_ev="5.7 / 5.7" total_charge=+1 total_energy_ev=-178559.183
Rh 0.529 -0.224 -0.107
C -1.003 2.103 -3.657
C -0.671 2.958 -2.484
N -0.399 4.214 -2.635
C -0.079 5.006 -1.614
C -0.031 4.544 -0.316
C 0.393 5.459 0.803
O 1.565 4.925 1.397
C -0.294 3.181 -0.073
C -0.281 2.657 1.252
N -0.242 1.397 1.541
C -0.415 0.954 2.847
C -0.127 1.738 3.973
C -0.407 1.294 5.248
C -0.977 0.046 5.452
C -1.239 -0.766 4.362
C -0.947 -0.319 3.085
I -1.442 -1.595 1.442
C -0.645 2.327 -1.174
O -0.925 1.104 -1.057
H -0.878 2.668 -4.575
H -2.034 1.761 -3.577
H -0.372 1.210 -3.660
H 0.138 6.035 -1.861
H -0.415 5.536 1.549
H 0.577 6.459 0.398
H 2.036 5.628 1.855
H -0.346 3.399 2.045
H 0.320 2.712 3.834
H -0.182 1.934 6.087
H -1.219 -0.300 6.445
H -1.683 -1.739 4.498
C 2.881 0.144 3.206
As 2.436 -0.673 1.472
C 2.593 -2.571 1.925
C 4.104 -0.408 0.467
C 5.314 -0.778 1.053
C 6.502 -0.687 0.351
C 6.495 -0.207 -0.949
C 5.303 0.185 -1.529
C 4.099 0.093 -0.836
As 2.441 0.670 -1.718
C 2.641 -0.227 -3.453
C 2.888 2.511 -2.262
H 3.830 -0.235 3.588
H 2.097 -0.080 3.931
H 2.951 1.226 3.088
H 3.578 -2.790 2.342
H 2.444 -3.158 1.017
H 1.822 -2.843 2.651
H 5.328 -1.140 2.077
H 7.432 -0.990 0.810
H 7.418 -0.131 -1.504
H 5.308 0.563 -2.546
H 3.433 0.240 -4.043
H 1.706 -0.166 -4.013
H 2.874 -1.280 -3.290
H 3.849 2.534 -2.777
H 2.929 3.165 -1.392
H 2.111 2.875 -2.937
S -1.208 -3.018 -3.109
C -0.169 -2.333 -2.128
N 0.640 -1.839 -1.420

***

[4]
24
Properties=species:S:1:pos:R:3 method="wB97M-V/def2-TZVPD" smiles=Cc1ccc(O)cc1.CC lumo_energy_ha=0.03224 e_above_lowest_kcal_mol=23.8 gap_ev=9.2 total_energy_ev=-11606.605
C -1.422 0.102 2.919
C -0.106 -1.633 -0.780
C 0.667 -1.754 0.359
C -1.351 -0.976 -0.734
C 0.284 -1.175 1.567
C -1.618 -0.299 0.450
C -0.898 -0.446 1.627
O 0.271 -2.062 -2.014
H 1.663 -2.180 0.282
H 1.101 -2.533 -2.017
H -2.149 -1.393 -1.331
H 0.952 -1.334 2.404
H -2.580 0.202 0.524
H -2.402 0.543 2.822
H -0.739 0.780 3.426
H -1.584 -0.687 3.662
C 0.803 2.453 -1.835
C 1.692 1.200 -1.499
H 1.034 2.817 -2.821
H -0.272 2.395 -1.672
H 1.102 3.173 -1.071
H 2.162 1.350 -0.535
H 2.375 1.101 -2.324
H 1.015 0.354 -1.411

***

[5]
24
Properties=species:S:1:pos:R:3 method="wB97M-V/def2-TZVPD" lumo_energy_ha=-0.13446 e_above_lowest_kcal_mol=81.6 gap_ev=9.3 total_charge=+1 total_energy_ev=-20270.895
C 1.865 -0.343 -1.765
C -2.275 1.035 0.637
C 0.080 1.708 1.068
C 2.228 -0.542 0.515
C -0.816 1.007 0.049
C -0.385 -0.477 0.030
N -1.037 -1.263 -0.814
N 1.333 -0.312 -0.626
S -0.738 -2.998 -0.892
H 1.172 -0.419 -2.558
H 2.896 -0.349 -2.008
H -2.223 0.367 1.547
H -3.138 0.715 -0.068
H -2.398 1.940 1.005
H -0.430 2.753 1.240
H 0.190 1.247 1.974
H 1.107 1.811 0.564
H 2.002 0.028 1.312
H 3.347 -0.427 0.343
H 2.281 -1.661 0.740
H -0.982 1.611 -0.920
H -0.221 -1.033 1.003
H -1.848 -1.064 -1.340
H -2.011 -3.336 -1.037

***

[6]
49
Properties=species:S:1:pos:R:3 method="wB97M-V/def2-TZVPD" smiles="C#CC(=O)O[C@@H](C)COCCOCCOCC.CN(C)C=O" lumo_energy_ha=0.01676 e_above_lowest_kcal_mol=0.0 gap_ev=9.7 total_energy_ev=-29763.880
C 4.611 -1.436 -1.683
C 4.036 -2.098 -0.868
C 3.068 -2.653 0.057
O 3.280 -2.752 1.234
O 1.919 -3.047 -0.532
C 0.792 -2.149 -0.289
C 0.790 -1.000 -1.266
C -0.479 -3.018 -0.358
O -1.412 -2.626 -1.335
C -2.290 -1.581 -0.936
C -3.757 -2.020 -0.999
O -4.579 -1.019 -1.571
C -4.672 0.160 -0.784
C -4.163 1.373 -1.555
O -2.813 1.716 -1.306
C -2.601 2.670 -0.279
C -2.446 2.040 1.111
H 5.086 -0.849 -2.432
H 0.881 -1.747 0.719
H 1.732 -0.463 -1.260
H 0.536 -1.325 -2.272
H 0.029 -0.287 -0.954
H -0.945 -3.069 0.628
H -0.167 -4.032 -0.600
H -2.172 -0.750 -1.628
H -2.033 -1.258 0.074
H -4.131 -2.281 -0.004
H -3.836 -2.907 -1.620
H -4.158 0.053 0.170
H -5.729 0.324 -0.556
H -4.220 1.110 -2.610
H -4.824 2.230 -1.402
H -1.671 3.174 -0.533
H -3.408 3.404 -0.284
H -2.194 0.988 1.002
H -1.646 2.513 1.673
H -3.379 2.102 1.670
C 2.419 1.759 1.865
O 1.684 0.954 1.323
N 3.761 1.728 1.812
C 4.581 2.714 2.485
C 4.407 0.663 1.055
H 2.030 2.601 2.463
H 5.201 3.251 1.764
H 5.232 2.233 3.217
H 3.945 3.431 3.001
H 4.096 0.702 0.013
H 4.121 -0.308 1.460
H 5.486 0.778 1.119

***

What did the fifth record say?
24
Properties=species:S:1:pos:R:3 method="wB97M-V/def2-TZVPD" lumo_energy_ha=-0.13446 e_above_lowest_kcal_mol=81.6 gap_ev=9.3 total_charge=+1 total_energy_ev=-20270.895
C 1.865 -0.343 -1.765
C -2.275 1.035 0.637
C 0.080 1.708 1.068
C 2.228 -0.542 0.515
C -0.816 1.007 0.049
C -0.385 -0.477 0.030
N -1.037 -1.263 -0.814
N 1.333 -0.312 -0.626
S -0.738 -2.998 -0.892
H 1.172 -0.419 -2.558
H 2.896 -0.349 -2.008
H -2.223 0.367 1.547
H -3.138 0.715 -0.068
H -2.398 1.940 1.005
H -0.430 2.753 1.240
H 0.190 1.247 1.974
H 1.107 1.811 0.564
H 2.002 0.028 1.312
H 3.347 -0.427 0.343
H 2.281 -1.661 0.740
H -0.982 1.611 -0.920
H -0.221 -1.033 1.003
H -1.848 -1.064 -1.340
H -2.011 -3.336 -1.037